[1]
DFT (ωB97M-V/def2-TZVPD) results for a 13-piece molecular cluster, C5H36N2O13 overall in a non-equilibrium geometry.

Summary:
orbital gap: 8.575 eV
energy above the lowest of the compared OMol25 structures with the same formula, charge and spin: 156.2 kcal/mol
max |F|: 6.79 eV/Å
lowest unoccupied orbital energy: 0.1 eV

The geometry in ORCA input format:
```
! wB97M-V def2-TZVPD RIJCOSX def2/J DEFGRID3
* xyz 0 1
C 2.62 0.30 -1.10
O 1.73 -0.83 -0.75
C 2.10 0.96 -2.37
C 1.96 2.48 -2.29
C 0.43 2.91 -2.50
C -0.20 3.42 -1.47
N -1.64 3.48 -1.57
N -0.16 2.67 -3.75
H 3.55 -0.08 -1.30
H 2.70 0.98 -0.28
H 0.91 -0.46 -0.99
H 1.15 0.50 -2.77
H 2.81 0.70 -3.20
H 2.51 2.95 -3.06
H 2.18 2.90 -1.27
H 0.51 3.73 -0.66
H -1.98 2.74 -0.99
H -1.98 4.27 -1.28
H 0.53 2.59 -4.49
H -0.95 3.30 -4.03
H -2.74 -3.15 -1.87
H -2.91 -1.84 -1.69
O -2.53 -2.36 -2.40
H -0.91 1.64 2.59
H -0.60 0.58 1.66
O -0.32 0.90 2.55
H -3.96 0.94 -1.95
H -3.50 -0.21 -2.73
O -3.60 0.11 -1.90
H 2.95 -0.94 4.38
H 2.70 -2.36 4.03
O 2.42 -1.67 4.65
H -0.38 -0.31 3.85
H 0.80 -1.03 4.55
O -0.16 -0.85 4.64
H -1.94 3.32 0.98
H -0.35 3.79 1.34
O -1.25 3.29 1.62
H 1.93 -2.50 1.05
H 1.74 -3.84 0.75
O 1.77 -3.29 1.42
H -1.38 -1.16 1.17
H -2.57 0.02 1.42
O -1.95 -0.33 0.81
H 2.96 -1.14 1.59
H 2.05 -0.54 2.57
O 2.92 -0.52 2.25
H -4.49 -1.18 -0.58
H -5.05 -1.75 0.75
O -4.77 -2.05 -0.19
H 0.29 -2.64 2.10
H -0.62 -1.99 3.19
O -0.45 -1.96 2.25
H 0.97 -5.13 -1.64
H 2.34 -4.47 -1.85
O 1.83 -4.92 -1.21
*
```



[2]
DFT (ωB97M-V/def2-TZVPD) results for a 12-piece molecular cluster, C5H37N3O11 overall in a non-equilibrium geometry.

Summary:
orbital gap: 9.605 eV
energy above the lowest of the compared OMol25 structures with the same formula, charge and spin: 0.0 kcal/mol
max |F|: 1.15 eV/Å
lowest unoccupied orbital energy: 0.5 eV

The geometry in ORCA input format:
```
! wB97M-V def2-TZVPD RIJCOSX def2/J DEFGRID3
* xyz 0 1
N 1.31 2.44 3.25
C -0.11 2.22 2.88
C -0.78 3.58 2.69
C -0.15 1.40 1.58
N -0.02 -0.03 1.91
C 1.34 -0.56 1.82
C 1.39 -1.95 2.47
N 0.96 -3.01 1.53
H 1.43 3.16 3.96
H 1.73 1.59 3.60
H -0.61 1.67 3.67
H -0.25 4.15 1.92
H -1.83 3.45 2.40
H -0.80 4.14 3.61
H 0.57 1.75 0.84
H -1.11 1.57 1.11
H -0.65 -0.57 1.31
H 2.04 0.14 2.35
H 1.69 -0.54 0.79
H 0.73 -2.02 3.34
H 2.40 -2.14 2.84
H 1.05 -2.74 0.55
H 1.47 -3.87 1.68
H -1.89 -1.55 1.44
H -3.25 -1.65 0.72
O -2.64 -2.14 1.32
H -3.84 -1.55 -1.37
H -5.12 -1.21 -0.56
O -4.18 -1.02 -0.61
H 2.10 -1.87 -3.94
H 2.32 -0.83 -2.77
O 1.65 -1.43 -3.21
H -2.24 -0.77 -2.16
H -2.85 0.45 -1.45
O -2.02 0.14 -1.83
H -1.10 -0.72 -4.50
H 0.00 -1.53 -3.73
O -0.87 -1.60 -4.18
H -2.15 -2.29 -3.24
H -2.49 -3.06 -1.87
O -2.83 -2.35 -2.52
H 2.00 3.07 1.54
H 3.19 3.83 0.95
O 2.31 3.54 0.71
H -2.13 -3.29 0.18
H -0.87 -3.68 -0.66
O -1.83 -3.82 -0.61
H 4.27 0.32 -2.59
H 3.09 0.98 -1.87
O 3.52 0.08 -2.04
H 2.22 2.76 -0.84
H 1.41 2.20 -2.09
O 2.31 2.38 -1.75
H -0.68 0.99 -2.49
H 0.66 0.50 -3.09
O 0.12 1.29 -2.98
*
```



[3]
DFT (ωB97M-V/def2-TZVPD) results for a 14-piece molecular cluster, C5H37NO14 overall in a non-equilibrium geometry.

Summary:
orbital gap: 9.651 eV
energy above the lowest of the compared OMol25 structures with the same formula, charge and spin: 156.7 kcal/mol
max |F|: 5.89 eV/Å
lowest unoccupied orbital energy: 0.1 eV

The geometry in ORCA input format:
```
! wB97M-V def2-TZVPD RIJCOSX def2/J DEFGRID3
* xyz 0 1
C 1.85 3.53 -1.06
N 1.19 2.66 -0.10
C 2.61 -1.11 -0.39
C 2.68 0.37 -0.18
C 1.39 1.06 -0.48
C 0.04 0.47 -0.02
O -0.74 0.05 -0.83
H 2.99 3.62 -1.00
H 1.43 4.53 -0.96
H 1.46 3.17 -2.03
H 1.74 2.84 0.73
H 3.46 -1.53 -0.87
H 1.82 -1.49 -0.91
H 2.69 -1.61 0.52
H 3.38 0.92 -0.94
H 3.09 0.80 0.80
H 1.39 1.01 -1.67
H -0.07 0.35 1.05
H -3.49 0.13 1.51
H -4.00 -1.31 2.05
O -3.88 -0.78 1.31
H -0.33 4.33 1.56
H -0.95 3.49 2.50
O -1.24 4.04 1.84
H -2.59 -1.62 0.25
H -2.18 -2.64 -0.67
O -2.26 -2.57 0.23
H -1.48 -2.39 1.53
H -1.94 -2.98 2.67
O -1.22 -2.46 2.52
H 0.91 0.04 -2.84
H 0.59 -0.47 -4.18
O 1.43 -0.24 -3.64
H 1.40 -2.69 1.21
H 0.82 -2.61 2.45
O 1.68 -2.77 2.16
H 0.87 2.94 3.31
H 2.06 1.97 3.18
O 1.75 2.87 2.92
H 0.24 -3.82 0.01
H -0.20 -2.61 -0.83
O 0.58 -3.38 -0.76
H -3.99 -0.53 -0.71
H -3.88 -1.11 -2.15
O -4.10 -0.33 -1.57
H -2.21 0.60 -4.23
H -1.02 0.15 -3.54
O -1.50 -0.12 -4.38
H 2.67 -0.36 2.65
H 2.17 0.13 4.09
O 2.55 0.38 3.23
H -2.10 2.36 1.17
H -2.27 1.06 0.41
O -2.15 1.39 1.25
H -0.66 -3.24 -2.79
H -1.36 -1.94 -3.03
O -1.12 -2.55 -2.33
*
```



[4]
DFT (ωB97M-V/def2-TZVPD) results for a 14-piece molecular cluster, C5H37NO15 overall in a non-equilibrium geometry.

Summary:
orbital gap: 10.070 eV
energy above the lowest of the compared OMol25 structures with the same formula, charge and spin: 180.0 kcal/mol
max |F|: 6.57 eV/Å
lowest unoccupied orbital energy: 0.1 eV

The geometry in ORCA input format:
```
! wB97M-V def2-TZVPD RIJCOSX def2/J DEFGRID3
* xyz 0 1
C -1.33 0.63 3.43
C -0.15 0.19 2.53
N -0.57 -0.23 1.03
C 1.03 1.11 -0.43
C 0.59 -0.24 0.03
C 0.16 -0.88 -1.24
O 0.89 -1.98 -1.63
O -0.79 -0.44 -1.90
H -2.30 0.31 3.09
H -1.23 1.69 3.41
H -1.27 0.31 4.44
H 0.40 1.17 2.33
H 0.42 -0.47 3.00
H -1.13 0.48 0.83
H 1.62 1.26 -1.41
H 0.12 1.55 -1.01
H 1.35 1.71 0.34
H 1.53 -0.73 0.58
H 0.61 -2.11 -2.69
H -2.50 -0.93 -2.97
H -3.03 -0.03 -4.19
O -2.44 -0.73 -3.93
H -1.95 -3.17 -0.96
H -2.20 -2.90 0.59
O -2.55 -3.18 -0.30
H -3.75 1.79 -1.78
H -4.20 0.47 -2.10
O -3.90 1.25 -2.59
H 0.11 -1.37 -4.59
H -1.09 -1.65 -3.81
O -0.14 -2.02 -3.86
H 1.57 -3.53 1.31
H 2.09 -2.46 0.36
O 2.44 -3.23 0.92
H 1.54 3.47 1.34
H 1.19 4.65 0.60
O 0.62 3.99 0.91
H 4.63 0.45 -0.98
H 3.10 1.13 -1.22
O 3.95 1.24 -0.74
H -1.91 3.57 -0.30
H -0.48 3.15 -0.28
O -1.34 2.85 -0.57
H 2.66 2.31 2.71
H 1.47 3.20 3.25
O 2.26 3.29 2.71
H -1.26 -2.04 2.22
H -2.52 -2.67 3.20
O -1.95 -2.74 2.43
H -3.11 -0.59 -1.07
H -3.51 -2.04 -0.98
O -3.76 -1.21 -1.49
H 4.11 -1.44 -1.92
H 2.99 -2.11 -0.85
O 3.63 -1.50 -1.07
H 3.12 1.04 1.14
H 3.17 -0.32 2.03
O 3.01 0.68 2.12
*
```



[5]
DFT (ωB97M-V/def2-TZVPD) results for a 14-piece molecular cluster, C5H38N2O14 overall in a non-equilibrium geometry.

Summary:
orbital gap: 9.183 eV
energy above the lowest of the compared OMol25 structures with the same formula, charge and spin: 39.3 kcal/mol
max |F|: 1.99 eV/Å
lowest unoccupied orbital energy: 0.1 eV

The geometry in ORCA input format:
```
! wB97M-V def2-TZVPD RIJCOSX def2/J DEFGRID3
* xyz 0 1
C -2.88 -1.93 -0.44
C -1.77 -1.22 -1.21
C -1.65 0.26 -0.85
C -1.00 0.60 0.49
C 0.50 0.55 0.46
N 1.21 1.60 0.80
O 1.08 -0.51 0.11
N -1.92 -1.29 -2.66
H -3.88 -1.65 -0.77
H -2.79 -3.01 -0.60
H -2.71 -1.84 0.63
H -0.85 -1.75 -0.99
H -2.64 0.74 -0.77
H -1.26 0.76 -1.72
H -1.32 -0.11 1.27
H -1.28 1.54 0.96
H 0.85 2.50 1.11
H 2.15 1.57 0.47
H -1.61 -2.15 -3.07
H -2.75 -0.94 -3.08
H -1.33 -1.55 3.20
H -2.90 -1.50 2.96
O -2.08 -0.99 2.87
H 0.42 -2.45 3.15
H 0.81 -1.41 4.24
O 0.13 -2.09 4.02
H 3.55 0.34 -1.21
H 4.56 1.51 -1.21
O 3.64 1.33 -1.29
H 0.54 4.99 0.47
H -0.33 4.20 1.30
O 0.60 4.43 1.25
H 0.03 -4.33 -2.19
H 0.60 -3.07 -2.94
O -0.01 -3.83 -3.01
H 1.82 -3.24 1.34
H 0.73 -2.10 1.01
O 0.96 -2.89 1.53
H 2.34 -1.99 -2.27
H 1.20 -1.33 -1.52
O 1.49 -1.58 -2.40
H -1.27 0.44 4.87
H -1.31 0.68 3.37
O -1.09 1.12 4.21
H 0.56 0.41 -4.37
H -0.88 0.78 -4.27
O 0.00 1.18 -4.41
H 1.02 3.31 -2.41
H -0.15 2.39 -3.01
O 0.12 3.01 -2.27
H 4.38 -1.11 0.05
H 2.79 -1.23 -0.12
O 3.65 -1.46 -0.47
H -1.84 4.61 -0.81
H -0.92 3.39 -1.03
O -1.42 3.89 -0.36
H 1.88 1.02 3.32
H 0.63 0.76 4.16
O 1.59 0.59 4.12
*
```



[6]
DFT (ωB97M-V/def2-TZVPD) results for a 14-piece molecular cluster, C5H38N2O14 overall in a non-equilibrium geometry.

Summary:
orbital gap: 8.854 eV
energy above the lowest of the compared OMol25 structures with the same formula, charge and spin: 88.1 kcal/mol
max |F|: 2.19 eV/Å
lowest unoccupied orbital energy: 0.0 eV

The geometry in ORCA input format:
```
! wB97M-V def2-TZVPD RIJCOSX def2/J DEFGRID3
* xyz 0 1
C 2.42 -2.27 0.09
N 1.54 -1.38 -0.74
C -1.19 1.29 -0.44
C -0.48 0.02 -0.94
C 0.80 -0.29 -0.10
C 1.65 0.96 -0.15
N 2.08 1.35 1.08
O 1.85 1.69 -1.12
H 2.11 -3.31 -0.01
H 2.32 -2.03 1.13
H 3.41 -2.06 -0.26
H 0.98 -1.89 -1.42
H -2.06 1.64 -0.98
H -1.56 1.05 0.58
H -0.58 2.19 -0.52
H -1.15 -0.83 -0.81
H -0.18 0.11 -2.01
H 0.42 -0.50 0.91
H 1.85 0.75 1.86
H 2.83 2.00 1.19
H -1.02 -3.65 0.37
H -2.24 -4.35 -0.04
O -1.43 -4.01 -0.44
H 2.08 0.10 4.55
H 0.73 0.81 4.58
O 1.14 -0.06 4.36
H 0.23 -2.56 -3.42
H -0.43 -3.65 -2.73
O 0.45 -3.24 -2.76
H -3.29 -0.56 -1.47
H -3.82 -2.02 -1.33
O -3.52 -1.25 -0.85
H -1.21 -0.74 2.83
H -1.68 0.38 1.77
O -1.10 0.17 2.52
H 0.75 -1.56 2.88
H 0.86 -3.02 2.98
O 0.39 -2.36 2.44
H -3.93 0.00 2.28
H -3.79 -0.01 0.69
O -3.82 0.54 1.49
H 1.52 4.19 -0.84
H 2.59 3.28 -0.90
O 2.49 4.26 -0.79
H -2.17 -0.65 -4.20
H -1.38 -0.46 -2.95
O -2.01 -1.09 -3.34
H 0.58 2.97 -4.04
H 1.47 2.05 -3.11
O 1.03 2.13 -3.98
H 1.79 -0.39 -4.06
H 1.91 -0.66 -2.62
O 1.25 -0.75 -3.33
H 0.05 3.04 1.23
H 0.41 4.58 1.62
O -0.26 3.91 1.47
H -0.29 2.74 3.58
H -0.86 1.29 3.95
O -0.52 2.13 4.29
*
```



[7]
DFT (ωB97M-V/def2-TZVPD) results for a 13-piece molecular cluster, C5H39N2O12S overall in a non-equilibrium geometry.

Summary:
orbital gap: 9.762 eV
energy above the lowest of the compared OMol25 structures with the same formula, charge and spin: 61.1 kcal/mol
max |F|: 5.53 eV/Å
lowest unoccupied orbital energy: -2.4 eV

The geometry in ORCA input format:
```
! wB97M-V def2-TZVPD RIJCOSX def2/J DEFGRID3
* xyz 1 1
N -1.70 -0.68 1.06
C -1.03 -1.35 2.15
C -1.86 -2.62 2.49
S -3.55 -2.44 3.00
C 0.39 -1.71 1.64
N 0.81 -0.89 0.47
C 2.24 -1.12 -0.04
C 2.34 -0.39 -1.34
H -1.61 -1.21 0.17
H -1.24 0.27 0.75
H -2.71 -0.33 1.37
H -0.96 -0.64 3.05
H -1.29 -3.03 3.30
H -1.91 -3.33 1.71
H -4.09 -3.00 1.97
H 0.44 -2.77 1.20
H 1.09 -1.51 2.50
H 0.70 0.12 0.70
H 2.34 -2.27 -0.16
H 2.89 -0.88 0.85
H 1.39 0.18 -1.62
H 3.17 0.31 -1.36
H 2.54 -1.03 -2.19
H 0.85 1.68 1.58
H 2.24 1.11 2.22
O 1.82 1.85 1.72
H -3.90 1.48 -0.93
H -4.99 1.07 0.22
O -4.16 0.74 -0.28
H -2.42 -2.82 -1.86
H -3.36 -2.11 -0.86
O -2.53 -2.61 -0.91
H -0.84 2.81 1.52
H -0.56 2.16 0.28
O -0.72 1.95 1.18
H -0.40 0.96 -2.29
H -0.04 2.09 -3.17
O -0.41 1.27 -3.15
H 2.69 0.04 4.07
H 3.57 -0.48 2.86
O 2.64 -0.23 3.18
H 0.24 -2.84 -3.02
H -0.61 -1.69 -3.69
O -0.66 -2.46 -3.14
H 0.57 -2.38 -1.28
H -0.28 -3.76 -1.11
O 0.58 -3.38 -1.17
H 1.13 2.99 -0.94
H -0.30 3.55 -1.40
O 0.16 2.72 -1.11
H 3.38 2.38 1.00
H 4.62 2.08 0.29
O 4.08 2.85 0.49
H -2.28 1.76 -3.10
H -3.38 2.74 -3.39
O -2.90 2.39 -2.68
H 3.01 3.98 -0.26
H 2.59 4.23 -1.69
O 2.15 4.19 -0.82
*
```



[8]
DFT (ωB97M-V/def2-TZVPD) results for a 14-piece molecular cluster, C5H39N2O14 overall in a non-equilibrium geometry.

Summary:
orbital gap: 10.474 eV
energy above the lowest of the compared OMol25 structures with the same formula, charge and spin: 91.4 kcal/mol
max |F|: 4.67 eV/Å
lowest unoccupied orbital energy: -2.5 eV

The geometry in ORCA input format:
```
! wB97M-V def2-TZVPD RIJCOSX def2/J DEFGRID3
* xyz 1 1
O -0.31 -0.72 2.22
C 0.79 -0.33 1.75
N 1.74 0.26 2.49
C 3.03 0.56 1.89
C 0.90 -0.78 0.24
N -0.49 -0.69 -0.37
C -0.34 -0.42 -1.81
C 1.27 -2.23 0.40
H 1.69 0.46 3.52
H 3.52 1.52 2.25
H 2.78 0.54 0.75
H 3.93 -0.16 2.21
H 1.54 -0.22 -0.45
H -1.02 0.03 0.11
H -0.95 -1.55 -0.11
H 0.37 0.43 -1.89
H -1.34 -0.15 -2.17
H 0.01 -1.29 -2.38
H 0.55 -2.94 0.76
H 1.48 -2.73 -0.65
H 2.20 -2.38 0.91
H -2.45 -3.49 3.28
H -1.68 -2.38 2.51
O -1.83 -3.35 2.56
H -4.04 2.22 0.42
H -4.20 2.96 1.71
O -3.55 2.81 1.04
H -0.02 4.02 -1.73
H -1.10 3.26 -0.87
O -0.34 3.17 -1.46
H 0.06 3.39 1.29
H 0.29 4.57 2.24
O 0.72 3.94 1.69
H 2.02 3.50 -0.89
H 2.63 4.74 -0.68
O 2.49 4.16 -1.41
H -0.69 -5.05 -1.21
H -0.83 -3.66 -1.90
O -1.13 -4.54 -1.85
H -2.09 -3.30 0.77
H -2.20 -3.83 -0.57
O -1.92 -2.98 -0.12
H 0.85 -4.93 1.56
H 0.10 -4.67 2.88
O 0.90 -4.44 2.38
H 2.94 1.31 -2.19
H 4.06 1.90 -1.20
O 3.27 1.35 -1.30
H -3.71 -0.57 0.37
H -5.13 -0.51 0.96
O -4.44 0.02 0.56
H -0.65 2.00 -2.66
H -0.46 2.21 -4.30
O -0.64 1.59 -3.56
H 2.00 -0.14 -3.75
H 1.05 1.00 -3.63
O 1.98 0.80 -3.63
H -0.57 1.67 1.55
H -2.00 2.15 0.73
O -1.07 1.92 0.76
*
```



[9]
DFT (ωB97M-V/def2-TZVPD) results for one molecule with the formula C5H3Br2Cl3OS in a non-equilibrium geometry.

Summary:
orbital gap: 7.993 eV
energy above the lowest of the compared OMol25 structures with the same formula, charge and spin: 15.7 kcal/mol
max |F|: 7.44 eV/Å
lowest unoccupied orbital energy: -0.9 eV

The geometry in ORCA input format:
```
! wB97M-V def2-TZVPD RIJCOSX def2/J DEFGRID3
* xyz 0 1
C 4.20 0.19 -0.10
C 2.97 0.60 0.54
C 2.08 -0.30 1.43
C 4.26 -0.73 -1.08
C -0.36 -0.18 0.33
O -0.17 -0.52 2.90
S 0.45 0.42 1.90
Cl 5.60 1.11 0.39
Cl 5.77 -0.90 -1.93
Cl 2.91 -1.66 -1.33
Br 2.43 2.39 0.33
Br 2.57 -1.95 2.02
H -1.37 -0.62 0.43
H 0.46 -0.79 -0.09
H -0.34 0.71 -0.34
*
```



[10]
DFT (ωB97M-V/def2-TZVPD) results for a 3-piece molecular cluster, C5H3Br4O3 overall in a non-equilibrium geometry.

Summary:
orbital gap: 7.133 eV
energy above the lowest of the compared OMol25 structures with the same formula, charge and spin: 27.8 kcal/mol
max |F|: 5.09 eV/Å
lowest unoccupied orbital energy: 2.5 eV

The geometry in ORCA input format:
```
! wB97M-V def2-TZVPD RIJCOSX def2/J DEFGRID3
* xyz -1 1
C 3.96 -0.89 -0.15
C -0.17 0.95 0.37
C -0.84 1.46 1.34
C -0.84 0.19 -0.79
C -2.42 -1.47 -1.31
O 4.45 -1.91 0.01
O 3.46 0.10 -0.43
O -1.96 -0.61 -0.45
Br 0.83 -1.83 0.71
Br 0.21 2.56 2.54
Br -1.61 1.66 -2.07
Br -3.91 -2.40 -0.43
H 0.82 1.05 0.35
H -1.86 1.35 1.71
H -0.09 -0.21 -1.40
*
```